{"formula": "C70H60As2BiBrN4O10P2Te", "method": "wB97M-V/def2-TZVPD", "symbols": ["Bi", "Te", "C", "C", "C", "N", "C", "C", "C", "P", "C", "C", "C", "C", "C", "C", "C", "C", "C", "C", "C", "C", "P", "C", "C", "C", "C", "C", "C", "C", "C", "C", "C", "C", "C", "H", "H", "H", "H", "H", "H", "H", "H", "H", "H", "H", "H", "H", "H", "H", "H", "H", "H", "H", "H", "H", "H", "H", "H", "C", "O", "C", "C", "C", "C", "C", "C", "N", "N", "C", "C", "C", "C", "O", "C", "N", "C", "C", "C", "C", "H", "H", "H", "H", "H", "H", "H", "H", "H", "H", "H", "H", "Br", "C", "C", "C", "C", "C", "C", "C", "C", "C", "C", "H", "H", "H", "H", "H", "H", "C", "O", "C", "O", "C", "C", "As", "C", "C", "C", "As", "C", "C", "O", "O", "C", "C", "O", "O", "C", "C", "O", "O", "C", "H", "H", "H", "H", "H", "H", "H", "H", "H", "H", "H", "H", "H", "H", "H", "H", "H", "H"], "coordinates": [[-0.33190, 1.61217, 0.00366], [3.03934, 3.63877, 0.08229], [5.15236, 3.77516, 0.22916], [5.76845, 4.61180, 1.14540], [7.15482, 4.60975, 1.22004], [7.93417, 3.85679, 0.44888], [7.32638, 3.06781, -0.43982], [5.95080, 2.98841, -0.58683], [3.15741, 1.46105, -0.02931], [2.30649, 1.04928, 1.56617], [3.58004, 1.66377, 2.73264], [4.92763, 1.36214, 2.54112], [5.88448, 1.84852, 3.42045], [5.50443, 2.65715, 4.48260], [4.16725, 2.98617, 4.66113], [3.20758, 2.49205, 3.78811], [2.39215, -0.78951, 1.78557], [1.29290, -1.51401, 1.32004], [1.16444, -2.87711, 1.51983], [2.15070, -3.55639, 2.21993], [3.25343, -2.86030, 2.69165], [3.38024, -1.49346, 2.47208], [1.99364, 0.99931, -1.30500], [2.53780, 1.73473, -2.88956], [2.11872, 3.00562, -3.28208], [2.68257, 3.61291, -4.39459], [3.65660, 2.95616, -5.13212], [4.05560, 1.67841, -4.76495], [3.50122, 1.06917, -3.64816], [2.26013, -0.78015, -1.61911], [3.35614, -1.43246, -1.06288], [3.55691, -2.78319, -1.29966], [2.66764, -3.48738, -2.09975], [1.59756, -2.83192, -2.69276], [1.39570, -1.47964, -2.45650], [5.18581, 5.23645, 1.81151], [7.66545, 5.23501, 1.94548], [7.98012, 2.46871, -1.06544], [5.50743, 2.31204, -1.30743], [5.22423, 0.76906, 1.68486], [6.92933, 1.61016, 3.26261], [6.25514, 3.04650, 5.15941], [3.87329, 3.63110, 5.48002], [2.16084, 2.73716, 3.92254], [0.50965, -0.98391, 0.78468], [0.29305, -3.40579, 1.15138], [2.04279, -4.61487, 2.41765], [4.01815, -3.37979, 3.25679], [4.25950, -0.98220, 2.83699], [1.33913, 3.51170, -2.73142], [2.36698, 4.60805, -4.68158], [4.10097, 3.43511, -5.99547], [4.80658, 1.15303, -5.34152], [3.82804, 0.07711, -3.36597], [4.04876, -0.86546, -0.45424], [4.40908, -3.28539, -0.85903], [2.82204, -4.54514, -2.27398], [0.91919, -3.36982, -3.34355], [0.57810, -0.96075, -2.94652], [3.23435, -3.53364, -6.82519], [2.87091, -2.19525, -6.53654], [1.55528, -1.88539, -6.54270], [1.24254, -0.54281, -6.31492], [-0.06963, -0.12920, -6.29505], [-1.10622, -1.04298, -6.53247], [-0.78512, -2.36619, -6.79154], [0.53303, -2.79948, -6.77557], [-2.47029, -0.66498, -6.70557], [-3.01318, 0.25590, -6.08242], [-2.45050, 0.86511, -4.92611], [-2.34089, 2.23559, -4.91333], [-1.72916, 2.90903, -3.85530], [-1.27311, 2.22805, -2.74171], [-0.64097, 2.85659, -1.76686], [-1.54295, 0.82624, -2.66296], [-1.25571, 0.17194, -1.48671], [-1.55285, -1.10156, -1.34129], [-2.15816, -1.84226, -2.36451], [-2.42701, -1.23783, -3.56122], [-2.12181, 0.13237, -3.75157], [4.31899, -3.56410, -6.78803], [2.89732, -3.83106, -7.82106], [2.82897, -4.22659, -6.08403], [2.05207, 0.16061, -6.16356], [-0.29334, 0.91887, -6.14801], [-1.58591, -3.06587, -6.99839], [0.74855, -3.84045, -6.96946], [-2.66685, 2.77946, -5.79203], [-1.59526, 3.98253, -3.88146], [-1.32450, -1.55988, -0.38722], [-2.42600, -2.87342, -2.18213], [-2.91143, -1.79859, -4.34987], [-1.56381, 4.02073, 1.86054], [-3.45940, 3.79903, 1.94265], [-4.12243, 4.66607, 2.71303], [-5.55494, 4.53500, 2.86340], [-6.22015, 3.54710, 2.25776], [-5.57088, 2.55367, 1.40274], [-6.39147, 1.62021, 0.86863], [-6.04828, 0.50027, -0.06242], [-4.95914, 0.84994, -1.04216], [-3.20178, 1.91829, 0.53778], [-4.08717, 2.68360, 1.21954], [-3.59587, 5.45920, 3.22385], [-6.07962, 5.25577, 3.47690], [-7.29134, 3.45493, 2.38759], [-7.43580, 1.66833, 1.15449], [-6.93499, 0.12553, -0.57021], [-4.86635, 0.03535, -1.75657], [-4.99954, 2.18487, -1.74296], [-3.77171, 0.68864, -0.15517], [-4.14654, -0.42711, 0.76472], [-5.48335, -0.61724, 0.61119], [-3.31153, -1.12140, 1.57532], [-3.62904, -2.44060, 2.01176], [-2.75991, -3.54106, 3.34045], [-4.07006, -3.48867, 4.82369], [-1.49088, -2.30858, 4.18571], [-1.04104, -1.14386, 3.70837], [-1.93560, 0.01779, 2.38116], [-3.10561, 0.69209, 3.81326], [0.06998, -0.37535, 4.33034], [0.29082, 0.78359, 4.04089], [0.76987, -1.02319, 5.25629], [1.76433, -0.26748, 5.94977], [-0.87790, -3.02449, 5.35058], [-0.18801, -4.00329, 5.23686], [-1.31214, -2.53108, 6.52249], [-0.82845, -3.17313, 7.70665], [-4.37739, -3.28740, 1.12517], [-4.70004, -3.10727, -0.04180], [-4.67082, -4.50031, 1.73360], [-5.40809, -5.42856, 0.95201], [-3.99851, 2.53294, -1.97080], [-5.50202, 2.94212, -1.14797], [-5.53455, 2.06624, -2.68621], [-4.91837, -4.10742, 4.54038], [-4.40247, -2.46856, 5.00540], [-3.61835, -3.89278, 5.73080], [-3.46804, -0.16583, 4.37297], [-3.95118, 1.24611, 3.40776], [-2.52430, 1.33935, 4.46985], [2.08797, -0.89224, 6.77702], [1.34781, 0.67074, 6.31244], [2.60509, -0.04860, 5.29224], [-0.62827, -2.38846, 8.43184], [0.07465, -3.73721, 7.48876], [-1.59338, -3.84654, 8.09057], [-5.26599, -6.40503, 1.40942], [-5.05453, -5.43636, -0.07688], [-6.46815, -5.16878, 0.95790]], "atomic_forces_ev_per_a": [[-0.736, 0.731, 0.740], [0.566, -0.371, -0.154], [-0.140, 0.119, 0.029], [-0.101, 0.064, 0.014], [0.053, -0.034, -0.059], [-0.019, -0.031, 0.001], [0.023, 0.063, 0.091], [0.006, -0.040, -0.039], [-0.828, 0.590, 0.058], [0.763, -0.376, -0.177], [-0.195, -0.027, 0.067], [0.015, 0.061, 0.063], [0.003, -0.038, -0.063], [0.001, 0.040, 0.001], [0.031, 0.007, 0.006], [-0.030, -0.154, 0.048], [-0.176, 0.051, 0.184], [0.040, 0.084, 0.087], [0.009, -0.001, -0.088], [-0.026, 0.009, 0.034], [0.056, 0.005, 0.011], [-0.018, -0.021, -0.037], [0.905, -0.440, -0.157], [-0.119, 0.028, 0.073], [-0.101, -0.055, -0.127], [-0.024, 0.003, -0.032], [0.000, -0.052, -0.017], [0.017, 0.002, 0.021], [0.006, 0.051, 0.021], [0.026, 0.084, -0.092], [0.010, -0.009, -0.078], [0.029, 0.015, 0.005], [0.054, -0.024, -0.017], [-0.081, 0.002, -0.040], [0.016, 0.002, 0.009], [0.039, -0.019, 0.028], [-0.032, 0.019, -0.006], [-0.027, -0.011, -0.006], [0.014, -0.012, 0.015], [0.014, 0.017, -0.015], [-0.007, 0.020, 0.000], [-0.017, -0.010, 0.005], [-0.010, 0.001, -0.010], [0.004, -0.006, 0.025], [-0.075, -0.045, 0.025], [-0.011, 0.005, 0.021], [0.011, 0.013, 0.006], [0.004, -0.005, -0.044], [-0.035, 0.020, 0.108], [0.062, 0.029, 0.059], [-0.028, -0.016, 0.007], [-0.007, 0.002, 0.003], [-0.003, 0.004, -0.002], [0.011, 0.000, 0.005], [-0.004, 0.005, 0.044], [-0.023, -0.004, 0.014], [-0.024, 0.005, -0.004], [-0.017, -0.008, -0.018], [0.045, -0.036, -0.045], [0.023, -0.010, 0.017], [0.074, -0.017, -0.002], [-0.120, 0.037, 0.024], [0.057, 0.003, 0.028], [-0.081, 0.039, -0.101], [0.271, 0.042, 0.308], [-0.126, 0.011, 0.083], [0.047, -0.105, 0.024], [0.018, 0.131, -0.275], [-0.588, -0.311, 0.171], [0.323, 0.192, 0.164], [0.116, -0.174, -0.182], [0.016, 0.019, 0.063], [0.052, 0.171, -0.028], [-0.296, -0.244, 0.116], [-0.057, -0.114, -0.133], [-0.382, -0.145, -0.466], [0.047, 0.150, 0.187], [-0.120, -0.100, -0.201], [0.080, -0.081, 0.188], [-0.089, 0.118, -0.097], [0.009, -0.003, 0.002], [-0.008, 0.017, -0.009], [-0.011, 0.014, 0.029], [-0.031, -0.007, 0.030], [0.063, -0.029, 0.026], [0.015, 0.022, -0.066], [-0.005, 0.015, 0.009], [-0.021, 0.028, 0.039], [0.012, -0.012, -0.025], [-0.047, -0.024, 0.016], [-0.002, 0.029, 0.058], [0.023, 0.034, -0.048], [-0.139, 0.149, 0.125], [0.063, 0.080, 0.087], [0.029, -0.009, -0.068], [-0.043, 0.025, -0.020], [0.011, 0.068, 0.128], [-0.019, -0.168, -0.015], [0.144, -0.009, 0.108], [-0.002, 0.053, 0.084], [0.005, 0.063, -0.309], [0.573, 0.121, -0.302], [-0.038, -0.125, -0.138], [-0.002, -0.012, 0.020], [-0.003, -0.028, 0.011], [0.013, -0.016, -0.022], [0.018, 0.060, 0.005], [-0.048, 0.092, -0.032], [0.230, -0.137, 0.028], [-0.012, -0.041, 0.004], [-0.463, -0.045, 0.498], [-0.002, -0.103, 0.310], [-0.191, -0.361, -0.230], [0.203, 0.383, -0.298], [-0.117, -0.335, -0.118], [-0.312, 0.188, -0.021], [0.144, -0.018, 0.102], [0.243, 0.126, -0.193], [0.066, -0.244, 0.019], [0.137, -0.617, 0.282], [-0.033, 0.474, -0.089], [-0.095, 0.316, 0.040], [-0.047, 0.048, -0.035], [-0.024, -0.347, -0.011], [0.116, 0.097, -0.049], [0.011, -0.071, 0.019], [0.043, 0.059, 0.022], [-0.034, 0.142, -0.036], [0.064, -0.035, -0.044], [0.228, -0.018, -0.062], [-0.070, 0.192, -0.017], [-0.091, 0.106, 0.028], [0.073, 0.027, -0.029], [0.181, 0.021, -0.133], [0.025, 0.032, 0.001], [-0.009, -0.047, 0.037], [0.014, -0.004, -0.070], [-0.018, 0.007, -0.013], [-0.033, -0.012, 0.002], [0.013, -0.082, -0.058], [0.077, -0.010, -0.046], [0.028, 0.000, -0.011], [-0.013, -0.022, -0.012], [-0.020, -0.009, 0.010], [-0.010, 0.004, -0.048], [-0.031, 0.011, 0.000], [0.013, 0.008, 0.027], [-0.017, -0.011, -0.011], [0.002, 0.010, 0.035], [-0.008, -0.031, -0.014], [-0.005, 0.000, -0.032]], "max_force_ev_per_a": 1.27, "energy_ev": -323418.87776, "homo_ha": -0.2222, "e_above_lowest_kcal_mol": 141.2, "mol_weight_g_mol": 1745.5}